{
  "formula": "C5H20ClN10O5",
  "method": "ωB97M-V/def2-TZVPD",
  "symbols": ["N", "O", "O", "H", "O", "Cl", "H", "H", "N", "N", "H", "H", "C", "H", "H", "H", "N", "H", "H", "H", "H", "C", "O", "C", "H", "C", "O", "H", "N", "H", "H", "N", "N", "N", "N", "C", "H", "H", "N", "H", "H"],
  "coordinates": [[11.759, 22.133, -7.149], [14.336, 25.133, -9.545], [7.093, 21.663, -3.513], [14.924, 22.202, -6.720], [13.362, 20.976, -8.288], [11.719, 24.454, -4.859], [8.357, 20.258, -2.192], [12.232, 30.330, -5.662], [8.994, 20.914, -2.601], [11.593, 30.030, -6.376], [8.571, 23.218, -4.834], [13.612, 23.058, -5.923], [13.046, 21.760, -7.404], [8.523, 27.406, -4.644], [11.403, 30.670, -7.122], [12.816, 26.453, -10.968], [12.819, 25.542, -7.908], [11.044, 21.980, -7.835], [11.978, 25.904, -7.497], [11.433, 26.967, -5.430], [13.398, 24.921, -7.371], [8.310, 21.795, -3.402], [10.706, 28.246, -7.453], [13.279, 25.635, -9.195], [11.485, 26.488, -9.772], [11.224, 28.706, -6.453], [8.023, 27.123, -7.021], [10.003, 22.830, -3.900], [12.407, 26.245, -10.080], [12.042, 28.366, -4.587], [9.471, 25.084, -7.712], [9.037, 22.659, -4.143], [8.660, 26.458, -4.944], [9.162, 25.147, -6.761], [13.948, 22.343, -6.551], [8.562, 26.302, -6.309], [9.731, 24.752, -6.028], [9.291, 25.894, -4.395], [11.504, 27.970, -5.335], [9.990, 20.815, -2.631], [11.501, 22.772, -6.404]],
  "mulliken_charge": [-0.254, -0.691, -0.686, 0.194, -0.692, -0.714, 0.219, 0.136, -0.412, -0.455, 0.102, 0.112, 0.585, 0.244, 0.231, 0.208, -0.106, 0.194, 0.153, 0.061, 0.099, 0.565, -0.563, 0.499, 0.207, 0.607, -0.641, 0.125, -0.350, 0.158, 0.243, -0.101, -0.417, -0.275, -0.335, 0.602, -0.169, 0.259, -0.245, 0.194, 0.108],
  "multiplicity": 1,
  "charge": -1
}

{
  "formula": "C3H11NO3",
  "method": "ωB97M-V/def2-TZVPD",
  "symbols": ["H", "H", "H", "H", "H", "H", "C", "H", "O", "H", "C", "H", "C", "H", "N", "O", "O", "H"],
  "coordinates": [[-1.440, 1.453, -1.321], [1.636, -1.847, 1.349], [3.133, 2.340, 1.692], [-2.355, -1.257, -1.855], [-3.564, -2.132, -1.897], [1.570, 0.213, 2.356], [0.720, -0.250, 0.345], [-2.573, 0.707, -0.695], [0.395, -0.010, -0.781], [3.513, 0.435, 1.264], [1.352, 0.686, 1.381], [2.883, 1.602, -0.035], [2.891, 1.360, 1.078], [0.879, -2.303, -0.014], [0.932, -1.610, 0.740], [-3.075, -1.625, -1.246], [-2.399, 1.615, -1.028], [0.639, 1.446, 1.582]],
  "mulliken_charge": [0.343, 0.217, 0.289, 0.331, 0.300, 0.316, 0.629, 0.317, -0.566, 0.247, -0.745, 0.249, -0.785, 0.238, -0.466, -0.630, -0.658, 0.374],
  "multiplicity": 1,
  "charge": 0,
  "smiles": "CCC(N)=O.O.O"
}

{
  "formula": "C17H18Br2NO",
  "method": "ωB97M-V/def2-TZVPD",
  "symbols": ["Br", "C", "C", "H", "N", "H", "H", "C", "C", "H", "C", "C", "C", "C", "C", "C", "C", "C", "C", "H", "C", "H", "C", "H", "H", "O", "Br", "H", "H", "H", "H", "C", "C", "H", "H", "H", "H", "H", "H"],
  "coordinates": [[7.017, 2.981, -1.250], [-3.338, -0.064, -0.771], [2.932, 2.216, -0.949], [0.293, -3.293, 1.132], [-1.146, -1.856, 1.389], [-0.710, -3.508, 3.931], [0.575, -2.222, 2.527], [-2.135, 0.692, -0.710], [-0.187, -2.787, 1.977], [-0.169, -4.776, 2.764], [0.342, 0.710, -0.804], [-0.758, -3.860, 2.892], [-0.866, 0.035, -0.625], [5.351, 2.107, -1.130], [4.062, 0.060, -0.993], [-2.256, 2.114, -0.758], [2.841, 0.793, -0.910], [1.592, 0.100, -0.788], [-4.582, 0.550, -0.909], [4.212, 3.941, -1.090], [4.165, 2.857, -1.060], [6.208, 0.125, -1.164], [-3.498, 2.731, -0.911], [-3.570, 3.815, -0.966], [-3.269, -1.151, -0.710], [-2.105, -4.107, 2.507], [-6.344, 2.787, -1.215], [1.637, -0.988, -0.697], [2.023, 2.815, -0.881], [-0.857, -1.053, -0.524], [4.016, -1.030, -0.972], [-4.664, 1.952, -0.993], [5.292, 0.702, -1.102], [-2.458, -4.809, 3.077], [0.317, 1.784, -1.004], [-1.011, -0.907, 1.714], [-5.489, -0.048, -0.957], [-2.096, -2.149, 1.596], [-1.369, 2.741, -0.665]],
  "mulliken_charge": [-0.101, -0.320, -0.392, 0.191, -0.382, 0.309, 0.307, 0.968, -0.529, 0.307, 0.019, -0.414, -0.647, 0.078, -0.474, -0.399, 0.976, -0.419, -0.618, 0.425, -0.641, 0.422, -0.683, 0.417, 0.401, -0.544, -0.101, 0.391, 0.348, 0.397, 0.356, 0.119, -0.548, 0.311, 0.185, 0.279, 0.428, 0.208, 0.370],
  "multiplicity": 1,
  "charge": 1
}

{
  "formula": "C21H19BrO2S",
  "method": "ωB97M-V/def2-TZVPD",
  "symbols": ["H", "S", "C", "C", "C", "H", "C", "H", "C", "H", "H", "H", "H", "H", "H", "C", "C", "O", "C", "C", "Br", "C", "C", "H", "H", "H", "C", "H", "C", "H", "H", "C", "C", "C", "H", "C", "H", "C", "C", "H", "C", "C", "O", "H"],
  "coordinates": [[5.527, 3.008, -1.798], [-2.507, -0.049, 1.052], [-5.975, 2.949, 0.785], [0.130, -4.342, 1.277], [3.148, 0.887, -3.034], [2.208, -2.835, 3.529], [-4.808, 1.014, -0.081], [-0.125, -3.710, -0.768], [3.369, -0.063, -0.414], [5.572, 2.317, -3.433], [0.940, -2.090, -1.815], [-3.289, 2.183, 2.732], [0.619, -4.754, 3.353], [3.091, 1.259, -4.059], [-0.575, 0.037, -0.341], [1.309, -2.448, 0.242], [-1.271, 0.716, 0.136], [-2.883, -1.231, 0.302], [1.684, -3.029, 2.590], [0.382, -3.537, 0.181], [-0.712, 2.414, 0.589], [-5.052, 3.037, 1.833], [4.135, 1.011, -0.838], [1.649, -0.625, -3.309], [3.519, -0.439, 0.591], [-6.560, 1.864, -1.002], [2.353, -0.159, -2.618], [2.549, -1.324, 1.641], [-4.010, 2.115, 1.921], [-0.587, -5.162, 1.193], [4.830, 1.490, -0.146], [1.910, -2.189, 1.507], [-5.850, 1.938, -0.175], [1.526, -1.730, -0.966], [-6.794, 3.672, 0.716], [4.050, 1.497, -2.150], [-4.694, 0.229, -0.826], [0.794, -4.108, 2.491], [-3.902, 1.102, 0.973], [-5.134, 3.824, 2.585], [2.416, -0.673, -1.282], [4.908, 2.630, -2.616], [-2.192, -0.157, 2.456], [4.300, 3.457, -3.004]],
  "mulliken_charge": [0.356, 1.194, -0.331, -0.665, -0.638, 0.383, -0.311, 0.334, -0.387, 0.328, 0.166, 0.386, 0.385, 0.381, 0.310, 1.145, -0.463, -0.688, -0.859, -0.416, -0.141, -0.540, -1.050, 0.343, 0.232, 0.352, -0.747, 0.263, -0.288, 0.370, 0.286, -0.089, -0.537, -0.670, 0.348, 1.161, 0.405, -0.310, 0.065, 0.353, 1.306, -1.405, -0.648, 0.329],
  "multiplicity": 1,
  "charge": 0
}

Number 1: electronic energy -1586.81898 Eh. Number 2: electronic energy -401.35024 Eh. Number 3: electronic energy -5936.32852 Eh. Number 4: electronic energy -3934.13630 Eh.